# 1
Formula: C21H23BrN2O5
Source: the Open Molecules 2025 dataset
Level of theory: ωB97M-V/def2-TZVPD

Structure (XYZ):
```
52
Properties=species:S:1:pos:R:3:forces:R:3:mulliken_charge:R:1
C -1.393 -5.706 -1.385 -0.19 0.25 0.08 -1.58
C -1.854 -4.584 -0.460 0.27 -0.04 0.09 0.84
C -1.924 -5.068 0.985 -0.12 0.14 -0.22 -1.41
C -0.897 -3.391 -0.581 -0.06 -0.22 -0.11 -1.16
N -1.360 -2.257 0.186 -0.33 -0.23 -0.34 0.07
C -0.645 -1.697 1.168 -0.43 0.59 0.17 0.79
O 0.469 -2.044 1.505 0.41 -0.13 0.23 -0.69
C -1.355 -0.508 1.844 -0.11 -0.48 0.20 -1.09
O -1.237 0.666 1.045 0.18 0.01 -0.06 -0.18
C -2.134 0.841 0.064 -0.21 -0.23 -0.06 0.61
O -2.999 0.032 -0.188 -0.01 0.16 0.05 -0.74
C -1.900 2.073 -0.715 0.12 0.27 0.03 0.47
C -2.343 2.085 -2.036 0.07 -0.01 0.21 -0.60
C -2.067 3.153 -2.864 0.00 0.06 -0.08 -0.68
C -1.329 4.218 -2.373 -0.07 -0.13 -0.01 -0.65
C -0.906 4.240 -1.056 0.14 0.06 0.30 -0.82
C -1.210 3.186 -0.200 -0.17 -0.18 -0.29 1.01
O -0.929 3.168 1.129 -0.19 0.12 0.00 -0.47
C 0.023 4.067 1.649 0.25 0.33 0.05 -0.89
C 1.450 3.735 1.177 -0.57 -0.01 0.05 0.84
O 2.272 4.601 0.984 0.16 0.22 0.04 -0.66
N 1.629 2.401 1.042 -0.34 -0.35 0.13 0.11
C 2.780 1.705 0.659 0.49 -0.12 -0.15 0.26
C 3.947 2.352 0.260 -0.11 0.17 0.04 -0.32
C 5.055 1.613 -0.108 0.03 -0.29 -0.02 -0.56
C 4.997 0.231 -0.077 0.19 -0.07 -0.07 0.13
Br 6.526 -0.783 -0.590 -0.13 0.08 0.05 -0.21
C 3.846 -0.427 0.322 0.11 0.04 -0.05 -0.73
C 2.739 0.312 0.689 -0.01 0.22 0.00 -0.28
H -0.397 -6.041 -1.105 0.14 -0.08 0.02 0.35
H -2.071 -6.553 -1.318 -0.03 -0.12 -0.03 0.41
H -1.365 -5.370 -2.418 0.04 -0.02 -0.14 0.39
H -2.852 -4.255 -0.773 0.01 0.01 -0.01 0.24
H -2.617 -5.902 1.073 -0.07 -0.09 0.06 0.43
H -2.260 -4.271 1.645 -0.03 0.02 0.12 0.31
H -0.943 -5.397 1.320 0.14 -0.06 0.06 0.32
H -0.799 -3.099 -1.632 0.07 -0.05 0.06 0.36
H 0.089 -3.656 -0.193 -0.05 -0.01 -0.12 0.39
H -2.260 -1.858 -0.057 0.19 0.09 0.18 0.31
H -2.411 -0.738 2.015 0.14 0.07 0.02 0.50
H -0.853 -0.280 2.786 -0.05 -0.09 -0.18 0.42
H -2.890 1.226 -2.394 -0.04 -0.07 -0.02 0.47
H -2.408 3.151 -3.887 -0.02 -0.01 -0.09 0.41
H -1.082 5.048 -3.017 0.03 0.08 -0.04 0.41
H -0.335 5.084 -0.704 0.05 0.09 0.08 0.38
H -0.021 3.936 2.735 0.00 0.06 -0.15 0.44
H -0.205 5.113 1.421 0.10 -0.15 -0.02 0.37
H 0.823 1.816 1.244 0.07 0.21 -0.09 -0.11
H 3.985 3.428 0.243 0.00 0.02 0.00 0.51
H 5.960 2.113 -0.418 0.06 0.03 -0.02 0.43
H 3.808 -1.505 0.351 0.00 -0.08 0.00 0.50
H 1.848 -0.207 1.009 -0.13 -0.08 0.06 0.35
```
Positions in Å, forces in eV/Å.

- Molar mass: 463.328 g/mol
- Kohn-Sham gap: 8.46 eV
- Highest occupied orbital energy: -8.4 eV
- SMILES: CC(C)CNC(=O)COC(=O)c1ccccc1OCC(=O)Nc1ccc(Br)cc1

# 2
Formula: C3H6FNO2
Source: the Open Molecules 2025 dataset
Level of theory: ωB97M-V/def2-TZVPD

Structure (XYZ):
```
13
Properties=species:S:1:pos:R:3:forces:R:3:mulliken_charge:R:1
C 0.175 1.718 1.340 0.18 -3.13 1.32 -0.52
C -0.290 -1.382 -0.425 -1.20 1.45 2.36 0.42
C -0.325 -0.724 -1.694 2.16 1.21 -2.83 -0.17
H 0.948 1.431 2.520 -2.79 1.06 -3.79 0.23
H 0.556 2.641 0.833 -0.82 -0.59 0.90 0.25
H -1.253 1.581 1.599 4.88 0.50 -0.98 0.25
H 0.448 -1.164 1.497 0.12 1.48 -1.46 0.26
H -0.827 0.224 -1.854 0.82 0.98 1.15 0.19
H -0.724 -1.161 -2.576 -0.29 -1.93 -0.16 0.31
N 0.227 -0.636 0.602 0.12 0.15 0.33 -0.09
O 0.695 0.667 0.254 -1.47 0.72 3.64 -0.23
O -0.754 -2.449 -0.211 -0.69 -2.90 0.42 -0.59
F 1.123 -0.747 -1.885 -1.04 1.00 -0.90 -0.29
```
Positions in Å, forces in eV/Å.

- Molar mass: 107.084 g/mol
- Kohn-Sham gap: 9.92 eV
- Highest occupied orbital energy: -9.5 eV

# 3
Formula: C27H49AsN4O9S2SiY
Source: the Open Molecules 2025 dataset
Level of theory: ωB97M-V/def2-TZVPD

Structure (XYZ):
```
94
Properties=species:S:1:pos:R:3:forces:R:3:mulliken_charge:R:1
Y 0.689 0.268 -0.965 -0.71 0.27 0.38 -0.61
C 1.291 4.989 -2.014 0.01 0.05 0.01 -1.77
C 1.842 3.973 -1.021 0.08 -0.01 -0.04 2.03
C 2.944 4.567 -0.161 0.03 0.00 0.01 -1.94
O 2.359 2.831 -1.744 -0.05 -0.02 -0.08 -0.14
C 0.683 3.482 -0.130 -0.05 -0.13 0.14 -0.25
O 0.233 4.242 0.703 0.02 0.08 -0.07 -0.70
O 0.270 2.285 -0.374 -0.01 0.19 -0.08 0.06
H 2.079 5.313 -2.700 0.00 0.01 0.00 0.46
H 0.914 5.862 -1.482 -0.02 -0.02 0.01 0.38
H 0.472 4.566 -2.599 0.00 -0.02 0.00 0.29
H 3.720 5.017 -0.789 0.00 -0.02 0.00 0.48
H 3.396 3.791 0.458 -0.01 0.00 0.01 0.32
H 2.532 5.333 0.492 -0.02 0.01 -0.01 0.40
H 3.118 3.141 -2.252 0.00 -0.02 0.05 0.20
C -2.764 1.162 0.720 -0.10 0.04 0.00 -1.06
C -2.437 -0.309 0.559 0.14 -0.16 0.27 1.61
C -3.068 -1.142 1.661 -0.12 0.00 0.13 -1.47
C -2.838 -0.855 -0.787 -0.14 -0.06 -0.11 -1.05
O -0.958 -0.468 0.637 0.28 0.13 -0.32 1.74
Si -0.008 -0.732 1.993 -0.14 -0.05 0.14 -0.53
S 1.928 -0.526 1.268 0.22 0.04 -0.07 -0.87
O -0.314 -2.177 2.683 0.01 -0.04 0.06 0.65
C 0.008 -3.532 2.315 -0.02 0.08 0.00 1.87
C -0.082 -3.722 0.808 -0.02 -0.02 -0.05 -1.18
C -1.026 -4.397 3.020 -0.03 -0.06 0.02 -1.86
C 1.408 -3.844 2.825 0.04 -0.05 0.02 -1.68
O -0.513 0.400 3.046 0.02 0.01 0.02 0.04
C -0.253 0.595 4.442 0.02 -0.04 -0.10 1.73
C -1.254 -0.237 5.231 -0.05 -0.02 0.10 -1.51
C -0.463 2.081 4.688 -0.01 0.05 0.03 -1.79
C 1.176 0.188 4.778 0.06 0.00 0.08 -1.48
H -3.837 1.302 0.576 0.02 0.01 -0.01 0.56
H -2.242 1.768 -0.019 0.02 -0.02 -0.02 -0.16
H -2.478 1.515 1.710 0.03 -0.02 0.00 -0.05
H -4.153 -1.061 1.582 -0.01 0.02 -0.03 0.61
H -2.770 -0.792 2.651 -0.01 -0.02 -0.04 0.05
H -2.793 -2.193 1.562 -0.02 0.04 -0.01 0.26
H -3.914 -0.748 -0.937 -0.02 -0.03 0.02 0.55
H -2.569 -1.910 -0.872 -0.01 0.02 -0.02 0.17
H -2.368 -0.308 -1.599 0.15 0.06 -0.09 -0.31
H -1.062 -3.413 0.438 0.01 0.00 0.01 0.21
H 0.068 -4.770 0.544 0.03 0.00 0.01 0.81
H 0.680 -3.132 0.296 0.02 0.01 0.02 -0.28
H -2.030 -4.151 2.671 0.01 0.00 0.00 0.39
H -0.986 -4.231 4.098 0.01 0.01 -0.01 0.34
H -0.840 -5.453 2.820 0.01 0.00 0.00 0.40
H 2.135 -3.170 2.373 -0.01 0.01 -0.01 0.19
H 1.684 -4.871 2.578 -0.02 0.00 0.00 0.46
H 1.444 -3.724 3.910 0.01 0.01 0.00 0.34
H -2.273 0.067 4.985 0.01 0.01 -0.01 0.30
H -1.103 -0.096 6.304 0.00 0.00 0.00 0.50
H -1.143 -1.296 4.995 0.03 0.02 -0.02 0.10
H -1.484 2.360 4.427 0.01 0.00 -0.01 0.33
H 0.216 2.665 4.067 0.00 -0.01 -0.01 0.38
H -0.290 2.331 5.737 0.00 -0.03 0.00 0.42
H 1.329 -0.881 4.607 -0.01 0.00 -0.03 0.18
H 1.389 0.395 5.829 -0.02 0.00 0.00 0.53
H 1.886 0.741 4.162 -0.01 0.00 -0.01 0.26
N 0.288 1.146 -3.288 0.43 0.05 0.05 -0.53
C -1.140 1.136 -3.444 0.00 -0.03 -0.11 0.48
C -1.740 0.094 -4.138 -0.05 0.03 0.04 -0.59
C -3.122 -0.008 -4.162 -0.04 -0.15 -0.04 -0.72
C -3.911 0.919 -3.495 0.23 0.22 0.00 -0.13
C -3.300 1.984 -2.847 -0.09 -0.04 -0.03 -0.47
C -1.919 2.100 -2.817 -0.02 -0.07 0.04 0.03
S -5.692 0.723 -3.387 -0.06 -0.13 0.07 1.39
O -6.216 1.420 -4.547 0.01 0.07 -0.07 -0.70
O -5.869 -0.721 -3.417 -0.01 0.03 0.04 -0.71
O -6.007 1.350 -2.110 -0.04 -0.05 0.00 -0.70
H 0.700 2.074 -3.295 -0.11 0.04 0.03 0.16
H 0.746 0.587 -3.998 -0.08 -0.03 -0.05 0.32
H -1.125 -0.662 -4.615 -0.01 0.00 -0.01 0.31
H -3.597 -0.848 -4.652 -0.04 0.03 0.01 0.44
H -3.925 2.691 -2.316 0.01 0.01 0.00 0.44
H -1.457 2.902 -2.256 0.08 0.05 0.01 0.10
N 0.359 -1.690 -2.095 -0.03 -0.26 -0.28 -0.32
C 0.222 -2.779 -2.508 0.00 -0.01 -0.08 0.83
N 0.038 -3.922 -3.041 0.10 0.04 0.21 -0.84
C 0.602 -4.981 -2.467 -0.05 -0.06 -0.11 0.55
N 1.069 -5.945 -2.030 0.01 0.00 0.01 -0.62
C 3.960 -2.155 -1.555 0.09 0.01 -0.05 -1.12
As 3.520 -0.276 -1.744 -0.24 0.01 0.29 0.87
C 4.373 0.117 -3.442 0.20 -0.02 -0.18 -1.37
C 4.783 0.541 -0.497 0.12 0.00 -0.11 -1.16
H 5.034 -2.302 -1.663 -0.01 -0.06 -0.01 0.42
H 3.423 -2.730 -2.308 0.02 -0.02 0.00 0.35
H 3.636 -2.481 -0.568 -0.01 0.01 0.01 0.23
H 5.442 -0.080 -3.366 0.00 -0.01 -0.07 0.43
H 4.224 1.159 -3.723 -0.02 0.02 0.05 0.34
H 3.949 -0.513 -4.224 -0.02 -0.01 0.02 0.36
H 5.571 1.044 -1.058 0.02 0.01 0.04 0.45
H 5.224 -0.237 0.124 -0.01 0.01 0.02 0.39
H 4.271 1.254 0.143 -0.04 -0.01 -0.02 0.18
```
Positions in Å, forces in eV/Å.

- Net charge: -1
- Molar mass: 829.756 g/mol
- Kohn-Sham gap: 7.22 eV
- Highest occupied orbital energy: -5.7 eV

# 4
Formula: C2H3ClO2
Source: the Open Molecules 2025 dataset
Level of theory: ωB97M-V/def2-TZVPD

Structure (XYZ):
```
8
Properties=species:S:1:pos:R:3:forces:R:3:mulliken_charge:R:1
C 0.700 0.241 0.717 -1.30 -0.19 -0.36 -0.09
C -2.578 -0.866 0.384 0.48 -0.64 0.20 0.05
O 1.105 1.021 -0.097 0.32 -0.11 0.26 -0.39
O -2.268 -1.443 -0.723 -0.07 0.03 -1.08 -0.20
Cl -3.402 0.578 0.003 -0.74 1.25 0.07 -0.13
H 0.088 0.478 1.583 0.08 1.02 0.72 0.24
H 0.656 -0.839 0.613 0.86 -0.75 -0.61 0.23
H -2.575 -0.933 -1.535 0.37 -0.61 0.80 0.28
```
Positions in Å, forces in eV/Å.

- Molar mass: 94.497 g/mol
- Kohn-Sham gap: 10.22 eV
- Highest occupied orbital energy: -10.1 eV

Number 1: E_LUMO 0.10 eV, largest force on an atom 0.76 eV Å⁻¹. Number 2: E_LUMO 0.41 eV, largest force on an atom 5.01 eV Å⁻¹. Number 3: E_LUMO 1.48 eV, largest force on an atom 0.85 eV Å⁻¹. Number 4: E_LUMO 0.11 eV, largest force on an atom 1.46 eV Å⁻¹.